Record 1
Entry from OMol25: a cluster of 6 separate species, C3H15O7S2 in total (ωB97M-V/def2-TZVPD).

XYZ file:
```
27
Properties=species:S:1:pos:R:3:forces:R:3:nbo_charge:R:1
C -1.9226 -0.5559 0.2190 -1.15 -0.37 0.07 -0.52
C -0.4203 -0.5796 -0.0264 0.52 -0.49 0.00 0.79
O 0.2349 -1.3065 0.7938 -0.59 1.03 -0.61 -0.44
O 0.0719 0.1452 -0.8820 -0.41 0.10 0.33 -0.69
C -2.1189 0.5965 1.1515 -1.57 2.08 0.45 -0.59
S -1.4975 0.5253 2.8234 1.34 -0.23 -0.14 0.35
S 0.3730 1.4257 2.7981 -0.61 0.03 0.16 -0.08
H -2.4617 -0.4497 -0.7239 0.47 0.53 -0.25 0.29
H -2.4620 -1.4032 0.6483 1.00 -0.46 0.26 0.25
H -1.9063 1.5912 0.7393 0.68 -0.36 -0.10 0.25
H -3.1867 0.7721 1.3957 0.10 -0.69 -0.24 0.27
H 1.1338 0.4557 2.2551 -0.23 -0.26 -0.18 0.16
H 2.0674 1.4157 -2.5606 0.65 0.10 -0.20 0.47
H 1.5641 0.5737 -1.4679 0.85 -0.31 -0.01 0.49
O 2.4136 0.7737 -1.9283 -1.16 0.72 0.03 -0.98
H 0.3569 -2.4857 1.8804 0.32 -0.98 0.96 0.48
H 1.6543 -3.0870 2.3902 -0.03 -0.16 0.12 0.46
O 0.7045 -3.1201 2.5478 -0.12 0.36 -0.32 -0.96
H 2.8468 -1.8048 -0.5602 0.09 -0.66 -0.14 0.45
H 3.4449 -0.6392 -1.1754 0.36 -0.17 -0.85 0.49
O 3.4649 -1.6075 -1.2768 -0.32 0.42 1.00 -0.94
H 0.2499 3.6296 0.2708 -0.01 -0.01 -0.05 0.47
H -0.9140 3.2287 -0.6336 0.10 -0.01 -0.10 0.46
O -0.4644 3.9943 -0.2634 -0.06 -0.05 0.12 -0.93
H -0.9002 -0.0072 -2.6263 -0.87 0.47 -0.04 0.48
H -0.8096 -1.3735 -2.8780 -0.69 -0.64 -0.40 0.47
O -1.5165 -0.7074 -2.9106 1.35 0.01 0.11 -0.94
```
Forces are in eV/Å.

Properties
<S²>: 0.76
2S+1: 2
Total charge: 0
E_HOMO (alpha / beta), eV: -10.65 / -10.35

=====

Record 2
Entry from OMol25: a cluster of 2 separate species, C6H11NO in total (ωB97M-V/def2-TZVPD).

XYZ file:
```
19
Properties=species:S:1:pos:R:3:forces:R:3:nbo_charge:R:1
H -0.9734 1.9864 -0.9773 -0.26 -0.26 -0.04 0.35
N -0.8489 1.4880 -0.0984 0.67 0.68 0.08 -0.66
C -1.6060 0.5044 0.0797 -0.81 -0.22 -0.19 0.16
C -1.5460 -0.3123 1.3240 0.16 -0.03 0.40 -0.48
C -0.4363 0.1068 2.2787 -0.33 0.12 -0.13 -0.60
H -2.3776 0.1774 -0.6315 0.15 0.14 -0.08 0.16
H -1.4444 -1.3608 1.0336 -0.08 -0.07 -0.01 0.22
H -2.5171 -0.2235 1.8248 -0.02 -0.10 -0.08 0.22
H 0.5251 0.0923 1.7770 0.18 0.04 0.01 0.20
H -0.4016 -0.5511 3.1371 0.04 -0.18 0.20 0.21
H -0.6158 1.1216 2.6290 0.11 0.04 0.00 0.22
C 2.3134 0.0854 -2.3706 -0.07 -0.06 -0.63 -0.31
C 1.6234 0.0171 -1.2499 0.31 0.43 0.51 -0.32
C 0.6701 -1.0619 -0.9634 -0.01 -0.46 0.46 0.41
O -0.1694 -1.5033 -1.7056 0.12 -0.01 -0.19 -0.53
H 3.0495 0.8487 -2.5625 0.13 0.12 0.13 0.20
H 2.1438 -0.6258 -3.1689 -0.05 -0.06 -0.01 0.20
H 1.8147 0.6988 -0.4170 -0.07 -0.15 -0.23 0.23
H 0.7966 -1.4881 0.0611 -0.15 0.06 -0.19 0.11
```
Forces are in eV/Å.

Properties
SMILES: [H]/N=C/CC.C=CC=O
Energy above the lowest of the compared OMol25 structures with the same formula, charge and spin, kJ/mol: 210.7
Total charge: 0
E_HOMO, eV: -9.88